1.
Computed, not measured: 2 unconnected molecules or ions with the total composition C5H12N2, with wB97M-V/def2-TZVPD.

Computed properties:
Net charge: 0
Frontier orbital gap (spin up / spin down): 5.85 / 5.86 eV
E_LUMO (spin up / spin down): -0.2631 / -0.2616 eV
Electronic energy: -8355.05280 eV
Energy above the lowest of the compared OMol25 structures with the same formula, charge and spin: 490.48 kJ/mol

Positions of all 19 atoms, in Å:
N  -0.63895  0.44605  -0.43642
N  -2.26242  -1.12849  0.49810
C  -1.39517  1.63755  -0.08695
C  2.33418  -0.07039  -0.05030
C  -0.19141  -1.99494  -0.36213
C  -1.15900  -1.02005  -0.14805
C  1.11743  0.29385  0.72151
H  3.19021  0.50441  0.32877
H  -0.32544  0.48699  -1.40014
H  -0.85041  2.52609  -0.41240
H  0.50331  -1.88881  -1.18163
H  0.99087  1.35370  0.91068
H  -1.50370  1.69669  0.99721
H  2.24039  0.19124  -1.10873
H  0.83568  -0.33924  1.54812
H  -0.38018  -3.00546  -0.03251
H  2.57029  -1.12759  0.04748
H  -2.39343  1.66283  -0.53502
H  -2.68225  -0.22444  0.70240

These are the natural (NBO) partial charges, in e, on atoms 1 to 5: number 1, N, carries -0.5158; number 2, N, carries -0.7717; number 3, C, carries -0.4425; number 4, C, carries -0.6950; number 5, C, carries -0.8100



2.
Computed, not measured: a single C5H12N2 molecule, with wB97M-V/def2-TZVPD.

Computed properties:
Net charge: 0
SMILES: CCCC/N=C\N
Frontier orbital gap: 10.13 eV
E_LUMO: 0.9883 eV
Electronic energy: -8359.65923 eV
Energy above the lowest of the compared OMol25 structures with the same formula, charge and spin: 46.02 kJ/mol

Positions of all 19 atoms, in Å:
N  0.68257  -0.35656  -2.70174
N  -1.40025  0.09110  -1.63760
C  -0.33758  -0.63912  0.48211
C  0.67280  -0.25920  1.56854
C  0.22165  0.88922  2.47502
C  -0.68114  0.52769  -0.44399
C  -0.70054  -0.33647  -2.60142
H  0.22505  1.09159  -0.71009
H  1.18579  -0.40969  -1.82759
H  -1.34245  1.22970  0.06241
H  0.88824  -1.14533  2.17108
H  -1.21972  -0.66813  -3.49583
H  -1.25458  -1.00049  0.95201
H  0.97695  1.04658  3.24330
H  0.06778  -1.46480  -0.10711
H  -0.71851  0.62326  2.96017
H  1.03086  -1.01208  -3.36946
H  1.62429  -0.00329  1.08923
H  0.07879  1.79603  1.89096

These are the natural (NBO) partial charges, in e, on atoms 1 to 5: number 1, N, carries -0.8341; number 2, N, carries -0.4723; number 3, C, carries -0.4027; number 4, C, carries -0.3874; number 5, C, carries -0.6095



3.
Computed, not measured: a single C5H12N2 molecule, with wB97M-V/def2-TZVPD.

Computed properties:
Net charge: 0
SMILES: [H]/N=C/NCCCC
Frontier orbital gap: 9.91 eV
E_LUMO: 1.0453 eV
Electronic energy: -8357.56530 eV
Energy above the lowest of the compared OMol25 structures with the same formula, charge and spin: 248.06 kJ/mol

Positions of all 19 atoms, in Å:
N  1.58158  1.31389  -2.75096
N  0.06526  0.18811  -1.33743
C  -0.11165  -1.02394  -0.50664
C  -1.38329  -0.03382  2.08869
C  0.60175  -0.62075  0.82029
C  -0.12895  0.51880  1.61685
C  0.73053  0.37643  -2.58048
H  -1.96185  0.70426  2.82655
H  0.79428  -1.54665  1.41312
H  0.34769  1.14504  -0.90441
H  1.52265  1.59561  -3.78227
H  -1.21188  -1.17141  2.53283
H  0.52991  0.96486  2.54336
H  0.43083  -0.19644  -3.42517
H  -1.22269  -1.24898  -0.33363
H  1.60966  -0.31459  0.43113
H  -2.17314  -0.25542  1.36219
H  0.26583  -1.89055  -1.10473
H  -0.28653  1.49555  1.09070

These are the natural (NBO) partial charges, in e, on atoms 1 to 5: number 1, N, carries -0.7240; number 2, N, carries -0.6574; number 3, C, carries -0.2132; number 4, C, carries -0.6176; number 5, C, carries -0.4154



4.
Computed, not measured: a single C5H12N2 molecule, with wB97M-V/def2-TZVPD.

Computed properties:
Net charge: 0
SMILES: CN/C=C/CCN
Frontier orbital gap: 8.80 eV
E_LUMO: 1.1585 eV
Electronic energy: -8358.43482 eV
Energy above the lowest of the compared OMol25 structures with the same formula, charge and spin: 164.16 kJ/mol

Positions of all 19 atoms, in Å:
N  -0.31145  -1.25512  1.90609
N  -0.32934  2.76954  -1.10631
C  0.13078  0.40263  -1.43860
C  -0.27088  -2.66892  2.30044
C  -0.25890  -0.98075  0.56177
C  0.28566  0.13258  0.05351
C  0.45712  1.82003  -1.92799
H  -0.93382  0.31360  -1.71072
H  0.05744  1.89843  -2.94410
H  0.27172  -0.71931  2.51186
H  -0.03056  2.72711  -0.14385
H  1.50289  2.03407  -2.10061
H  -0.67536  -1.67513  -0.15756
H  0.78579  0.93601  0.57085
H  -0.23926  3.72527  -1.43787
H  -1.14495  -3.22367  1.93177
H  0.62171  -3.14920  1.91750
H  0.55697  -0.32274  -2.15206
H  -0.47555  -2.76442  3.36589

These are the natural (NBO) partial charges, in e, on atoms 1 to 5: number 1, N, carries -0.6051; number 2, N, carries -0.8403; number 3, C, carries -0.4347; number 4, C, carries -0.4193; number 5, C, carries 0.0103



5.
Computed, not measured: a single C5H12N2 molecule, with wB97M-V/def2-TZVPD.

Computed properties:
Net charge: 0
SMILES: CC(C)/C=N\CN
Frontier orbital gap: 9.62 eV
E_LUMO: 0.9595 eV
Electronic energy: -8357.54478 eV
Energy above the lowest of the compared OMol25 structures with the same formula, charge and spin: 250.04 kJ/mol

Positions of all 19 atoms, in Å:
N  -1.23265  -0.67301  0.28677
N  -3.51010  0.18370  -0.02253
C  1.11097  -0.25046  -0.36938
C  -0.02976  -0.98338  0.35462
C  -2.05934  0.39256  -0.13889
C  1.18974  1.17968  -0.01420
C  2.46383  -0.86839  0.03209
H  -1.80838  1.42987  0.20982
H  -1.73558  0.74538  -1.22892
H  -3.88968  -0.70860  -0.43663
H  1.68230  1.15951  1.02612
H  1.86276  1.69214  -0.75682
H  0.37155  -1.80618  0.88454
H  -3.63947  0.18185  0.94373
H  3.18200  0.03008  -0.02137
H  2.40923  -1.11331  1.15099
H  0.14144  1.55788  0.03029
H  0.86506  -0.41154  -1.42858
H  2.62607  -1.73778  -0.50166

These are the natural (NBO) partial charges, in e, on atoms 1 to 5: number 1, N, carries -0.4570; number 2, N, carries -0.8296; number 3, C, carries -0.3146; number 4, C, carries 0.1868; number 5, C, carries -0.1027



6.
Computed, not measured: a single C5H12N2 molecule, with wB97M-V/def2-TZVPD.

Computed properties:
Net charge: 0
SMILES: CCCC/N=C\N
Frontier orbital gap: 9.33 eV
E_LUMO: 0.9918 eV
Electronic energy: -8358.63725 eV
Energy above the lowest of the compared OMol25 structures with the same formula, charge and spin: 144.63 kJ/mol

Positions of all 19 atoms, in Å:
N  0.10562  1.10982  -0.89998
N  -1.22624  3.08586  -1.04095
C  0.77541  -1.65518  0.02486
C  -0.58007  -0.96479  0.32555
C  -0.37226  0.58652  0.36408
C  1.42558  -2.24819  1.24915
C  -0.54488  1.97563  -1.54027
H  0.53655  -2.41163  -0.72623
H  -1.17127  3.80682  -1.74655
H  -0.96049  3.42502  -0.12886
H  2.32085  -2.81335  0.97703
H  1.28887  -0.88007  -0.54632
H  -1.32414  -1.08516  -0.46042
H  -0.97135  -1.12189  1.33014
H  1.74768  -1.49670  1.97144
H  0.29696  0.76548  1.21064
H  0.75940  -2.95625  1.73010
H  -0.72071  1.90602  -2.61886
H  -1.38552  0.97203  0.52546

These are the natural (NBO) partial charges, in e, on atoms 1 to 5: number 1, N, carries -0.5449; number 2, N, carries -0.8343; number 3, C, carries -0.4281; number 4, C, carries -0.3816; number 5, C, carries -0.2347



Number 1: F_max 2.7 eV/A. Number 2: F_max 0.7 eV/A. Number 3: F_max 5.1 eV/A. Number 4: F_max 2.1 eV/A. Number 5: F_max 4.5 eV/A. Number 6: F_max 2.1 eV/A.